This record from the Open Molecules 2025 dataset describes a molecular structure, C15H29BBeBr2CaCl3F2IKNO5 in a non-equilibrium geometry. The level of theory is ωB97M-V with the def2-TZVPD basis set.

As for the molecular weight: 833.5 g/mol. The total energy is -9362.6196 a.u. The value obtained for the HOMO-LUMO gap is 1.25 eV. The lowest unoccupied orbital energy is -0.142 Ha.

Geometry as XYZ:
```
62
C15H29BBeBr2CaCl3F2IKNO5, DFT ωB97M-V with the def2-TZVPD basis set
C 1.04066 -1.00635 3.02832
C -0.45123 -0.71462 2.88096
B -0.84497 0.86938 2.63337
I 0.83651 1.59048 1.28080
C -0.86229 1.58909 4.09206
C -0.05847 2.89941 4.27042
C 1.40874 2.69252 4.74573
C 2.38986 3.44424 3.87955
O 2.28705 4.60810 3.61360
O 3.41442 2.69458 3.35651
C -2.28854 0.81073 1.85355
Cl -3.60245 0.22149 2.93048
C -2.80603 2.06353 1.11787
C -2.37745 2.17442 -0.37844
Cl -2.50596 3.63248 1.93555
H 1.61906 -0.27256 3.59501
H 1.14389 -1.94836 3.57818
H 1.51991 -1.19575 2.02186
H -1.03316 -1.08948 3.72106
H -0.79433 -1.31436 2.01240
H -1.87648 1.80535 4.42561
H -0.47406 0.88964 4.83563
H -0.06383 3.57550 3.41646
H -0.53809 3.45202 5.07989
H 1.68477 1.64838 4.87041
H 1.51791 3.15203 5.73024
H 4.24496 3.16825 3.47706
H -2.19327 0.04422 1.07991
H -3.88759 1.95815 1.06947
H -3.23155 2.40846 -1.00453
H -1.80930 1.30322 -0.71145
H -1.70555 3.05951 -0.43332
Be 1.08351 -2.21411 0.73939
Br 2.45838 -1.46583 -5.22550
C 1.73926 -2.91067 -4.13942
C 0.46462 -2.49737 -3.46324
Br 0.82244 -1.33057 -1.92869
H 2.51813 -3.20147 -3.44247
H 1.55480 -3.72868 -4.83673
H -0.05132 -3.36062 -3.04816
H -0.20837 -1.95907 -4.12201
O 1.46397 -3.47998 -8.29674
H 2.04121 -2.92629 -7.76157
H 0.54949 -3.09492 -8.19113
Cl -0.90263 -2.37332 -9.23961
Ca 0.58584 3.10851 -0.94017
C -3.80985 4.79066 5.48876
C -3.57405 4.07350 6.81956
O -4.45842 4.06412 7.62797
O -2.36376 3.53758 6.92668
H -4.80798 5.21498 5.45872
H -3.08313 5.59388 5.36281
H -3.70043 4.08646 4.66365
F -2.05313 1.88723 6.91517
F 1.40675 -5.56162 -7.76941
C 4.17310 -6.69189 -9.37899
C 4.59463 -8.08129 -9.54202
N 4.92574 -9.16811 -9.67091
H 3.13881 -6.64720 -9.02241
H 4.81460 -6.19514 -8.65483
H 4.24273 -6.17188 -10.33226
K -3.26689 -1.90689 -9.06844
```